[1]
The following is a DFT calculation (wB97M-V/def2-TZVPD) of a molecular structure, C33H39CoN5O5.

Each line ends with the Löwdin spin population.
CARTESIAN COORDINATES (ANGSTROEM)
Co 0.078101 0.269544 -0.721035  0.96
O 2.463779 0.899184 -1.620440  0.01
C 3.164208 1.988928 -1.060800  0.00
C 2.911728 2.122365 0.436641  0.00
N 1.501630 2.151248 0.729144  0.00
C 0.894310 1.360652 1.774894  0.00
C 1.225848 -1.065290 1.155791  0.00
O 1.443721 -1.679332 2.189883  0.01
O 1.638514 -1.226155 -0.020058  0.03
C 0.811483 3.397752 0.435225  0.00
C -0.588357 3.253089 -0.199349  0.00
O -1.300277 4.249379 -0.127834  0.00
O -0.844795 2.152239 -0.774326  0.01
H 2.650146 0.079262 -1.133189  0.00
H 2.798569 2.871933 -1.585665  0.00
H 4.241983 1.914245 -1.242054  0.00
H 3.438890 3.020628 0.803396  0.00
H 3.365667 1.267327 0.926666  0.00
H 0.024239 1.920685 2.109556  0.00
H 2.645358 1.983922 2.887657  0.00
H 1.412806 3.959993 -0.281462  0.00
H 0.701254 4.038962 1.315322  0.00
C 0.532573 3.254363 4.083498  0.00
C 1.116045 1.893513 4.275475  -0.01
C 0.959784 1.244656 5.457191  0.00
C 1.492878 -0.046323 5.628233  -0.01
C 2.288502 -0.642273 4.673056  0.00
C 2.557534 -0.008887 3.474956  -0.01
C 3.744022 -0.461865 2.690170  0.00
C 1.859607 1.265375 3.148063  0.00
N 0.306384 0.140113 1.267975  -0.01
C -0.966505 -0.291975 1.857927  0.01
C -1.152062 -0.389945 3.338611  0.00
C -1.828946 -0.843464 0.948964  0.01
C -3.083483 -1.507386 1.451196  0.00
N -1.523924 -0.797488 -0.358329  0.01
C -2.364417 -1.360738 -1.350427  0.00
C -3.436856 -0.612942 -1.851651  0.00
C -3.778687 0.718831 -1.238798  0.00
C -4.177581 -1.119600 -2.916353  0.00
C -3.869667 -2.348344 -3.481394  0.00
C -2.822303 -3.092839 -2.961743  0.00
C -2.066322 -2.617297 -1.893074  0.00
C -0.975771 -3.468751 -1.300349  0.00
H 0.452745 3.770539 5.039284  0.00
H -0.474847 3.189386 3.661320  0.00
H 1.128221 3.859430 3.402661  0.00
H 0.402249 1.712401 6.258236  0.00
H 1.317862 -0.567353 6.561876  0.00
H 2.755613 -1.595471 4.878465  0.00
H 4.546027 0.275479 2.810892  0.00
H 3.553396 -0.571833 1.626390  0.00
H 4.095757 -1.421301 3.060588  0.00
H -0.382912 0.162764 3.869000  0.00
H -1.075313 -1.422530 3.714201  0.00
H -2.119182 0.004262 3.664101  0.00
H -3.739944 -0.774670 1.925990  0.00
H -2.844099 -2.263415 2.201915  0.00
H -3.630417 -1.983996 0.639970  0.00
H -4.256394 0.582891 -0.264256  0.00
H -4.478951 1.265381 -1.872403  0.00
H -2.890474 1.330639 -1.061804  0.00
H -5.002810 -0.534484 -3.308373  0.00
H -4.444937 -2.724111 -4.318645  0.00
H -2.580572 -4.060206 -3.388343  0.00
H -0.633892 -4.214719 -2.019109  0.00
H -1.345098 -3.999227 -0.417326  0.00
H -0.125443 -2.873080 -0.974730  0.00
N -1.002569 0.516829 -4.642747  0.00
C -0.971600 0.873267 -3.337686  0.00
N -0.161649 0.120027 -2.646523  -0.01
C 0.379153 -0.800129 -3.538583  0.00
C 1.283057 -1.837886 -3.328937  0.00
C 1.624234 -2.609852 -4.420835  0.00
C 1.084250 -2.363655 -5.694796  0.00
C 0.188392 -1.335144 -5.911617  0.00
C -0.150738 -0.563592 -4.805876  0.00
H -1.580776 0.944665 -5.343789  0.00
H -1.554598 1.673988 -2.908326  0.00
H 1.686179 -2.028817 -2.343335  0.00
H 2.319957 -3.429068 -4.294674  0.00
H 1.374136 -2.996735 -6.523044  0.00
H -0.233648 -1.147929 -6.890313  0.00

Atoms 1-2, force components in eV/Å:
-0.4 0.4 0.0
0.0 -0.1 0.0

The multiplicity is 2. Its HOMO-LUMO gap (alpha / beta) is 0.152 / 0.140 Eh. Its expectation value of S² is 1.032. The value obtained for the LUMO energy (alpha / beta) is -2.08 / -2.20 eV. The charge is 0.

=====

[2]
The following is a DFT calculation (wB97M-V/def2-TZVPD) of a molecular structure, C33H39FN5O10P3SV.

Each line ends with the Löwdin spin population.
CARTESIAN COORDINATES (ANGSTROEM)
V 0.829045 1.215645 -2.091648  1.98
N -2.393936 2.494613 -4.845752  0.02
C -1.280211 1.717959 -4.238973  0.06
S 0.036200 2.747906 -3.823092  0.01
N -1.423598 0.516026 -3.933760  -0.01
N -0.395885 -0.033358 -3.183659  0.20
C -0.411698 -1.397174 -3.038926  0.19
C -1.299813 -2.293747 -3.827310  0.02
C -1.234663 -2.180006 -5.216875  0.01
C -1.892795 -3.120651 -5.958664  0.00
C -2.580815 -4.142882 -5.345486  0.01
C -2.613551 -4.350205 -3.978000  0.00
C -1.954366 -3.361836 -3.209005  0.02
C 0.733642 -1.856988 -2.350667  0.08
C 1.088668 -3.241741 -2.158865  0.04
C 2.226265 -3.562016 -1.445176  0.03
C 3.030485 -2.520329 -0.886845  0.09
C 2.667799 -1.212113 -1.179584  0.01
N 1.529270 -0.912716 -1.836545  0.11
H -2.146327 3.509531 -4.759312  0.00
H -3.258939 2.201628 -4.438023  0.00
H -0.715297 -1.327352 -5.640757  0.00
H -2.024587 -2.816831 -6.981505  0.00
H -3.066260 -4.903555 -5.987364  0.00
H -3.104223 -5.131928 -3.462488  0.00
H -1.948514 -3.345566 -2.067741  0.00
H 0.439111 -4.015711 -2.455022  0.00
H 2.537498 -4.573596 -1.239962  0.00
H 3.852640 -2.662080 -0.203835  0.01
H 3.319189 -0.402612 -0.808084  0.00
O 2.587670 3.287813 1.486047  0.00
P 2.489951 2.484941 0.175677  0.00
O 0.621782 1.608635 2.224039  0.00
O 1.422146 2.856194 -0.836338  0.02
O 3.921067 2.190541 -0.558007  0.00
P 3.994327 2.018936 -2.192976  0.01
O 3.948738 3.433150 -2.953031  0.00
O 5.202708 1.260267 -2.452906  0.00
O 2.733368 1.313603 -2.595387  0.03
H 1.094458 2.461629 2.101727  0.00
H 3.007573 3.668906 -3.150989  0.00
C 0.669895 -4.597141 1.414948  0.00
C 1.245654 -3.764485 2.556322  0.00
C 2.536112 -4.403136 3.025733  0.00
C 3.007284 -3.635356 4.203901  0.00
C 2.953190 -2.145087 4.114920  0.00
C 3.577854 -1.278003 4.980615  0.00
C 3.486918 0.117441 4.798269  0.00
F 4.177807 0.851276 5.706045  0.00
C 2.877451 0.674784 3.713329  0.00
C 2.161890 -0.140689 2.851438  0.00
C 1.344189 0.553375 1.639438  0.00
O 2.260173 0.969286 0.613071  0.01
C 0.407923 -0.476195 1.172079  0.00
C 0.534245 -1.777697 1.419711  0.00
N 1.520714 -2.355182 2.165540  0.00
C 2.216426 -1.520835 3.010021  0.00
C -0.638628 -0.132257 0.060834  0.01
O -1.494039 -0.941934 -0.285139  0.00
O -0.463647 0.971747 -0.622514  0.03
H 0.699936 -5.650446 1.616065  0.00
H 1.189322 -4.386895 0.493360  0.00
H -0.395468 -4.253541 1.268391  0.00
H 0.483542 -3.785461 3.413277  0.00
H 3.300187 -4.355935 2.197141  0.00
H 2.370871 -5.438887 3.247113  0.00
H 4.055682 -3.809688 4.426195  0.00
H 2.446118 -3.976788 5.027463  0.00
H 4.140111 -1.656206 5.877906  0.00
H 2.875727 1.767150 3.627199  0.00
H -0.040005 -2.453472 0.832382  0.00
C -4.311146 5.206115 3.392176  0.00
C -3.919812 5.084097 1.943116  0.00
P -4.622533 3.534308 1.145894  0.00
C -3.632668 2.206044 1.945160  0.00
C -2.159355 2.325549 2.249369  0.00
C -3.816274 3.722180 -0.512451  0.00
C -2.395674 4.251615 -0.714396  0.00
H -3.694808 5.967303 3.912042  0.00
H -4.055229 4.267106 3.987191  0.00
H -5.327050 5.405874 3.699646  0.00
H -2.870947 5.022487 1.967023  0.00
H -4.229663 5.960931 1.419559  0.00
H -3.722247 1.312242 1.268594  0.00
H -4.223554 2.055969 2.866121  0.00
H -1.892793 1.271244 2.336848  0.00
H -2.037780 2.923931 3.179081  0.00
H -1.703945 2.693408 1.359220  0.00
H -4.492780 4.340035 -1.082404  0.00
H -3.862643 2.678069 -0.972663  0.00
H -2.373656 5.350260 -0.645962  0.00
H -2.188948 4.071787 -1.776031  0.00
H -1.542047 3.756772 -0.187119  0.00

Atoms 1-2, force components in eV/Å:
-0.2 -0.7 -0.2
2.3 -0.4 0.0

The multiplicity is 4. Its HOMO-LUMO gap (alpha / beta) is 0.169 / 0.243 Eh. Its expectation value of S² is 3.777. The value obtained for the LUMO energy (alpha / beta) is 3.94 / 3.94 eV. The charge is -2.

=====

[3]
The following is a DFT calculation (wB97M-V/def2-TZVPD) of a molecular structure, C33H39IN4S5Sc.

Each line ends with the Mulliken charge.
CARTESIAN COORDINATES (ANGSTROEM)
Sc -0.699230 0.415853 0.228846  0.49
S -1.294148 2.789869 -0.205432  -0.41
C 0.209141 3.555138 -0.705791  1.12
C 0.355949 4.940111 -0.560773  -0.79
C 1.491353 5.593150 -0.995362  -0.63
C 2.525722 4.889436 -1.606456  -0.71
C 2.403851 3.522739 -1.765409  -0.52
C 1.267170 2.868586 -1.298715  0.08
S 1.146128 1.105342 -1.513337  -0.10
C 2.649879 0.565132 -0.659259  -1.13
C 2.507760 -0.644644 0.224701  0.27
C 3.690883 -1.237438 0.656707  -0.86
C 3.634787 -2.246293 1.592931  -0.88
C 2.391840 -2.649371 2.052622  -1.11
C 1.255200 -2.046018 1.544245  0.77
C -0.082206 -2.541074 2.014795  -0.63
S -1.341075 -1.284143 2.251888  -0.21
C -0.757714 -0.537316 3.742868  0.30
C -1.136605 -1.126322 4.949609  -0.58
C -0.666525 -0.621858 6.144991  -0.85
C 0.179980 0.485464 6.113807  -0.53
C 0.538702 1.074633 4.920237  -0.89
C 0.078249 0.582434 3.688831  0.75
S 0.511841 1.450166 2.227066  -0.40
N 1.304745 -1.051300 0.637785  1.10
H -0.443596 5.497006 -0.091143  0.48
H 1.569187 6.663791 -0.863639  0.38
H 3.407841 5.402188 -1.962239  0.41
H 3.188731 2.960805 -2.255815  0.42
H 2.975889 1.403640 -0.039630  0.48
H 3.427777 0.375201 -1.399285  0.64
H 4.637658 -0.874776 0.282638  0.56
H 4.539814 -2.699238 1.973908  0.46
H 2.297291 -3.420875 2.803786  0.59
H 0.029765 -3.066247 2.964492  0.76
H -0.503181 -3.253416 1.316506  -0.18
H -1.802628 -1.980230 4.939291  0.46
H -0.956686 -1.069555 7.084124  0.40
H 0.555224 0.901635 7.039419  0.39
H 1.177904 1.946972 4.920054  0.51
I -2.457085 0.943221 -3.071217  0.26
C -3.632814 0.607185 -1.388999  -0.19
C -5.007999 0.602600 -1.591409  -0.58
C -5.845914 0.433873 -0.505019  -0.45
C -5.291543 0.289055 0.755329  -0.92
C -3.915947 0.298155 0.866186  -0.45
N -3.086585 0.434311 -0.179446  0.72
H -5.402840 0.742502 -2.586281  0.48
H -6.919231 0.433502 -0.641558  0.42
H -5.898886 0.180955 1.641343  0.52
H -3.450644 0.203482 1.838430  0.54
C -4.715482 -6.035185 -1.306098  -1.37
C -4.195425 -4.973309 -2.263889  -0.08
C -4.079673 -3.581791 -1.652755  -0.41
C -3.221266 -3.515230 -0.395626  -0.42
N -1.875981 -4.066532 -0.599094  0.01
C -0.833412 -3.375553 -1.072765  -0.63
S -0.990456 -1.743456 -1.563129  -0.14
N 0.327230 -4.007469 -1.262926  0.32
C 0.581364 -5.427870 -1.050851  -1.28
C -0.006369 -6.354547 -2.111489  -0.11
C 0.531692 -6.165161 -3.528974  -0.60
C -0.002244 -4.943861 -4.271495  -0.85
H -4.882318 -6.981701 -1.818197  0.41
H -5.662699 -5.734026 -0.855367  0.35
H -4.023805 -6.238091 -0.483802  0.28
H -4.852702 -4.913542 -3.133521  0.47
H -3.222594 -5.276068 -2.665949  -0.22
H -5.074058 -3.203209 -1.395818  0.53
H -3.660107 -2.886604 -2.384275  0.15
H -3.653663 -4.075795 0.433851  0.61
H -3.102925 -2.484691 -0.068472  -0.34
H -1.794164 -5.072167 -0.571867  0.43
H 1.046705 -3.435907 -1.673951  0.43
H 0.221662 -5.699784 -0.052909  0.34
H 1.665954 -5.540242 -1.014776  0.62
H -1.098643 -6.266151 -2.133570  -0.04
H 0.200698 -7.373114 -1.773548  0.42
H 0.271678 -7.056845 -4.102715  0.35
H 1.626246 -6.148145 -3.500410  0.28
H -1.090857 -4.888665 -4.198983  0.12
H 0.250540 -4.995160 -5.329473  0.42
H 0.392328 -4.001898 -3.894305  0.18

Atoms 1-2, force components in eV/Å:
0.2 0.0 0.3
0.2 -0.1 -0.2

Its HOMO-LUMO gap is 0.253 Eh. The value obtained for the LUMO energy is -2.35 eV. The charge is +1.

=====

E in eV, matching the order above: -90168.3975 -129897.6849 -123792.3532
Max |F| in eV Å⁻¹, matching the order above: 0.81 3.69 0.35
ΔE to the lowest compared entry with this formula, charge and spin in kcal per mole, matching the order above: 0.0 34.1 19.4